w:
The following is a quantum chemistry calculation of the molecule C9H8N2, from the OMol25 dataset.

Each line ends with the Mulliken charge.
Positions of all 19 atoms, in Å:
1 C 2.251 0.101 2.158  -0.306
2 C 2.172 1.035 1.125  -0.458
3 C 1.224 1.021 0.220  -0.256
4 C 0.190 -0.022 0.257  0.645
5 C -0.920 -0.114 -0.786  0.100
6 N -2.054 -0.816 -0.621  -0.542
7 C -2.677 -0.635 -1.720  -0.076
8 C -1.972 0.183 -2.670  -0.577
9 N -0.910 0.445 -1.961  0.028
10 C 0.245 -0.957 1.328  -0.230
11 C 1.235 -0.885 2.277  -0.346
12 H 3.002 0.129 2.960  0.351
13 H 3.040 1.912 1.109  0.155
14 H 0.813 1.808 -0.553  0.206
15 H -3.761 -1.162 -1.786  0.287
16 H -2.202 0.473 -3.539  0.579
17 H -0.284 0.822 -2.400  -0.075
18 H -0.656 -1.759 1.413  0.229
19 H 1.264 -1.579 3.189  0.286

The HOMO energy is -7.9370 eV. The value obtained for the LUMO energy is 0.7 eV. The SMILES is c1ccc(-c2ncc[nH]2)cc1. Its spin multiplicity is 1.

***

x:
The following is a quantum chemistry calculation of the molecule C9H8N2, from the OMol25 dataset.

Each line ends with the Mulliken charge.
Positions of all 19 atoms, in Å:
1 N 2.023 -1.183 -1.368  -0.621
2 C 1.411 -0.641 -0.176  0.650
3 C 1.977 -0.826 0.998  -0.749
4 C 1.262 -0.261 2.185  -0.073
5 C 0.076 0.330 2.043  -0.614
6 C -0.510 0.515 0.677  0.544
7 N -1.684 1.102 0.492  -0.655
8 C -2.405 0.970 -0.590  -0.105
9 C -2.055 0.295 -1.837  -0.605
10 C -0.661 0.167 -1.661  -0.181
11 C 0.156 0.142 -0.474  0.375
12 H 2.969 -1.535 -1.206  0.237
13 H 1.475 -1.879 -1.958  0.200
14 H 2.661 -1.628 1.528  0.194
15 H 1.516 -0.110 3.300  0.227
16 H -0.470 0.671 3.024  0.242
17 H -3.351 1.494 -0.458  0.399
18 H -2.836 -0.172 -2.748  0.241
19 H 0.164 -0.416 -2.344  0.294

The HOMO energy is -8.4602 eV. The value obtained for the LUMO energy is 0.4 eV. The SMILES is Nc1cccc2ncccc12. Its spin multiplicity is 1.

***

Which structure loses on stability? x does.

***

w:
The following is a quantum chemistry calculation of the molecule C2H5O3P, from the OMol25 dataset.

Each line ends with the Mulliken charge.
Positions of all 11 atoms, in Å:
1 C 0.074 0.654 -0.051  -0.426
2 C 0.420 -0.902 -0.454  -0.173
3 O -3.637 -0.223 -0.323  -0.497
4 O -1.302 0.952 -0.379  -0.248
5 O -0.589 -1.678 -0.031  -0.620
6 P -2.334 -0.077 0.261  0.741
7 H 0.185 0.835 1.076  0.309
8 H 0.658 1.274 -0.900  0.255
9 H 0.690 -0.939 -1.582  0.253
10 H 1.435 -1.142 -0.017  0.287
11 H -2.234 0.487 1.629  0.118

The HOMO energy is -9.7490 eV. The value obtained for the LUMO energy is -1.2 eV. Its spin multiplicity is 1.

***

x:
The following is a quantum chemistry calculation of a cluster of 2 separate species, C2H5O3P in total, from the OMol25 dataset.

Each line ends with the Mulliken charge.
Positions of all 11 atoms, in Å:
1 C -0.480 -2.315 2.023  0.000
2 C 0.060 -1.107 -1.586  -0.577
3 O 0.549 3.240 1.100  -0.657
4 O -0.847 -1.321 1.531  0.156
5 O -1.120 -0.797 -0.740  -0.296
6 P -1.272 -0.072 0.647  -0.070
7 H 1.434 3.482 0.906  0.308
8 H 0.403 2.536 1.800  0.330
9 H 0.657 -2.016 -1.307  0.243
10 H 0.819 -0.333 -1.696  0.312
11 H -0.203 -1.297 -2.679  0.250

The HOMO energy (alpha / beta) is -7.0326 / -7.0116 eV. The value obtained for the LUMO energy (alpha / beta) is 0.1 / 0.0 eV. Its spin multiplicity is 1.

***

y:
The following is a quantum chemistry calculation of the molecule C2H5O3P, from the OMol25 dataset.

Each line ends with the Mulliken charge.
Positions of all 11 atoms, in Å:
1 C -0.902 0.536 -1.308  -0.933
2 C 0.001 -0.273 -0.459  0.882
3 O 0.693 0.414 0.410  -0.252
4 P 1.507 -0.316 1.611  -0.038
5 O 0.219 -1.589 -0.720  -0.270
6 O -0.899 -1.455 0.252  -0.377
7 H -1.352 1.238 -0.615  0.269
8 H -1.583 -0.278 -1.579  0.320
9 H -0.577 0.918 -2.322  0.287
10 H 2.258 0.847 1.992  0.057
11 H 0.635 -0.040 2.739  0.056

The HOMO energy is -9.9121 eV. The value obtained for the LUMO energy is 0.8 eV. The SMILES is CC1(OP)OO1. Its spin multiplicity is 1.

***

Which structure loses on stability? x does.

***

w:
The following is a quantum chemistry calculation of the molecule C3H5IO, from the OMol25 dataset.

Each line ends with the Mulliken charge.
Positions of all 10 atoms, in Å:
1 C 1.174 -0.264 0.235  -1.229
2 C -1.491 -0.490 -0.853  -0.338
3 C 0.151 0.826 0.086  -0.133
4 O -1.162 0.245 0.203  -0.072
5 I -3.297 -1.468 -0.464  0.013
6 H 2.141 0.199 0.292  0.353
7 H 1.123 -0.865 -0.566  0.409
8 H 0.212 1.439 0.960  0.325
9 H 0.338 1.188 -0.962  0.308
10 H 0.810 -0.809 1.070  0.364

The HOMO energy is -8.8042 eV. The value obtained for the LUMO energy is 0.1 eV. Its spin multiplicity is 1.

***

x:
The following is a quantum chemistry calculation of a structure of composition C3H5IO, from the OMol25 dataset.

Each line ends with the Mulliken charge.
Positions of all 10 atoms, in Å:
1 C -1.635 -0.808 0.051  -0.693
2 C 0.117 -0.449 0.904  0.051
3 C 0.986 0.946 -0.773  -0.608
4 O 0.922 0.512 0.569  -0.184
5 I 0.093 -0.784 2.960  0.053
6 H -2.044 -1.636 0.604  0.295
7 H -1.479 -0.982 -1.004  0.274
8 H 1.748 0.368 -1.308  0.264
9 H 1.278 1.998 -0.740  0.232
10 H 0.015 0.834 -1.263  0.317

The HOMO energy (alpha / beta) is -7.6579 / -8.4335 eV. The value obtained for the LUMO energy (alpha / beta) is -0.3 / -0.1 eV. Its spin multiplicity is 1.

***

Which structure loses on stability? x does.

***

w:
The following is a quantum chemistry calculation of a cluster of 3 separate species, C5H16NO4 in total, from the OMol25 dataset.

Each line ends with the Mulliken charge.
Positions of all 26 atoms, in Å:
1 C 2.804 -0.661 -0.779  -0.865
2 N 1.918 0.411 -0.277  -0.547
3 C 0.456 0.049 -0.226  0.148
4 C -0.119 -0.536 -1.508  -0.721
5 C -1.524 -0.023 -1.778  -0.696
6 O -2.263 -0.027 -0.577  -0.636
7 C 0.238 -0.924 0.936  -0.455
8 O -1.085 -1.328 1.003  -0.951
9 H 3.148 -0.479 -1.813  0.305
10 H 3.668 -0.748 -0.107  0.283
11 H 2.333 -1.643 -0.862  0.264
12 H 1.968 1.117 -0.998  0.321
13 H 0.027 0.983 0.081  0.321
14 H 0.564 -0.434 -2.332  0.457
15 H -0.225 -1.613 -1.356  0.252
16 H -1.488 1.034 -2.081  0.299
17 H -1.996 -0.569 -2.589  0.318
18 H 0.848 -1.804 0.661  0.370
19 H 0.645 -0.454 1.833  0.198
20 H -1.854 -0.707 0.043  0.443
21 H -0.136 2.176 2.665  0.344
22 H -1.093 2.617 1.580  0.299
23 O -0.233 2.830 1.957  -0.664
24 H -2.534 0.881 1.896  0.263
25 H -1.770 -0.415 2.030  0.460
26 O -2.295 0.266 2.600  -0.810

The HOMO energy is -4.2463 eV. The charge is -1. The value obtained for the LUMO energy is 3.6 eV. Its spin multiplicity is 1.

***

x:
The following is a quantum chemistry calculation of a cluster of 4 separate species, C5H16NO4 in total, from the OMol25 dataset.

Each line ends with the Mulliken charge.
Positions of all 26 atoms, in Å:
1 C 1.468 -0.092 0.839  -0.803
2 O 0.123 0.308 0.866  -0.762
3 C 1.717 -0.872 -0.474  -0.752
4 C 1.345 0.021 -1.698  -0.712
5 C 0.129 -0.443 -2.464  0.534
6 C 0.111 -0.491 -3.805  -1.091
7 N -0.916 -0.734 -1.619  -0.376
8 H 1.737 -0.698 1.707  0.425
9 H 2.099 0.810 0.778  0.353
10 H 1.074 -1.753 -0.448  0.358
11 H 2.744 -1.230 -0.603  0.380
12 H 1.064 0.966 -1.227  0.280
13 H 2.186 0.138 -2.379  0.350
14 H -0.751 -0.727 -4.421  0.261
15 H 1.035 -0.498 -4.367  0.240
16 H -0.777 -0.338 -0.685  0.241
17 H -1.857 -0.796 -1.963  0.223
18 H -1.427 1.513 0.952  0.422
19 H -1.772 1.377 2.331  0.287
20 O -2.160 1.793 1.545  -0.699
21 H 0.178 1.196 2.221  0.327
22 H 0.162 2.524 3.022  0.320
23 O 0.409 1.598 3.122  -0.722
24 H -2.114 -1.061 2.270  0.283
25 H -0.745 -1.031 1.526  0.381
26 O -1.469 -1.632 1.849  -0.748

The HOMO energy is -4.5234 eV. The charge is -1. The value obtained for the LUMO energy is 3.7 eV. Its spin multiplicity is 1.

***

Which structure loses on stability? w does.

***

w:
The following is a quantum chemistry calculation of a cluster of 9 separate species, C4H26O9 in total, from the OMol25 dataset.

Each line ends with the Mulliken charge.
Positions of all 39 atoms, in Å:
1 C 9.047 8.566 9.178  -1.184
2 C 7.750 8.818 9.963  0.346
3 O 7.240 10.203 9.730  -0.493
4 H 9.945 8.890 9.806  0.322
5 H 9.006 9.000 8.161  0.211
6 H 9.158 7.506 9.074  0.306
7 H 7.984 8.660 11.003  0.303
8 H 7.014 8.170 9.496  0.101
9 H 6.587 10.402 10.423  0.276
10 C 7.229 4.691 9.953  -0.824
11 C 6.874 4.965 11.412  -0.203
12 O 5.508 5.517 11.475  -0.562
13 H 6.622 3.903 9.576  0.338
14 H 8.326 4.507 9.810  0.305
15 H 7.014 5.619 9.355  -0.004
16 H 7.561 5.680 11.793  0.310
17 H 6.762 4.066 12.022  0.341
18 H 5.415 5.765 12.432  0.285
19 O 4.706 7.488 9.598  -0.604
20 H 4.919 6.586 9.917  0.284
21 H 4.494 7.495 8.676  0.257
22 O 7.607 10.968 7.034  -0.689
23 H 7.630 10.930 8.001  0.356
24 H 8.519 10.980 6.706  0.286
25 O 5.592 14.013 10.653  -0.629
26 H 5.170 14.126 9.815  0.312
27 H 5.272 13.152 10.977  0.305
28 O 5.326 9.734 11.416  -0.656
29 H 5.209 9.018 10.791  0.313
30 H 4.485 9.919 11.744  0.303
31 O 5.434 12.412 6.936  -0.635
32 H 6.307 12.170 6.647  0.358
33 H 4.991 12.726 6.157  0.303
34 O 5.926 7.383 7.001  -0.547
35 H 5.771 7.045 6.132  0.247
36 H 5.844 8.321 6.895  0.329
37 O 4.751 9.701 7.988  -0.708
38 H 4.805 10.604 7.611  0.272
39 H 5.452 9.708 8.675  0.371

The HOMO energy is -10.2543 eV. The value obtained for the LUMO energy is 0.5 eV. The SMILES is CCO.CCO.O.O.O.O.O.O.O. Its spin multiplicity is 1.

***

x:
The following is a quantum chemistry calculation of a cluster of 9 separate species, C4H26O9 in total, from the OMol25 dataset.

Each line ends with the Mulliken charge.
Positions of all 39 atoms, in Å:
1 C 0.276 4.094 -1.597  -0.339
2 O 0.337 5.102 -0.608  -0.520
3 H 1.253 3.949 -2.070  0.160
4 H -0.137 3.158 -1.223  0.164
5 H -0.385 4.429 -2.400  0.270
6 H 1.190 5.066 -0.171  0.297
7 C 0.514 -0.683 3.739  -0.431
8 O -0.628 0.022 3.294  -0.525
9 H 0.487 -0.671 4.827  0.304
10 H 0.519 -1.730 3.409  0.115
11 H 1.430 -0.204 3.378  0.165
12 H -0.582 0.115 2.332  0.434
13 C -2.064 -2.828 1.571  -0.636
14 O -1.093 -2.552 0.559  -0.476
15 H -1.569 -3.189 2.478  0.234
16 H -2.700 -1.960 1.730  0.303
17 H -2.701 -3.656 1.248  0.280
18 H -0.839 -1.622 0.671  0.397
19 C 2.701 -1.984 0.774  -0.597
20 O 2.398 -0.570 0.749  -0.515
21 H 3.621 -2.179 1.325  0.306
22 H 1.884 -2.495 1.272  0.229
23 H 2.778 -2.340 -0.255  0.280
24 H 3.132 -0.124 0.317  0.241
25 O -0.314 0.108 0.469  -0.633
26 H -0.592 0.415 -0.399  0.190
27 H 0.651 -0.002 0.422  0.455
28 O -3.644 0.249 -0.694  -0.638
29 H -2.790 0.351 -1.135  0.283
30 H -3.932 1.147 -0.510  0.318
31 O -0.300 -1.771 -3.197  -0.669
32 H -0.849 -1.083 -2.798  0.366
33 H -0.283 -2.472 -2.537  0.341
34 O -1.260 0.822 -2.308  -0.709
35 H -1.454 1.009 -3.233  0.294
36 H -0.286 0.915 -2.241  0.312
37 O 1.442 1.148 -2.164  -0.598
38 H 1.754 0.265 -2.404  0.293
39 H 2.034 1.755 -2.618  0.253

The HOMO energy is -9.6414 eV. The value obtained for the LUMO energy is -0.4 eV. The SMILES is CO.CO.CO.CO.O.O.O.O.O. Its spin multiplicity is 1.

***

Which structure loses on stability? x does.

***

w:
The following is a quantum chemistry calculation of the molecule C8H10S, from the OMol25 dataset.

Each line ends with the Mulliken charge.
Positions of all 19 atoms, in Å:
1 S 2.264 0.674 -0.577  -0.194
2 C 1.565 -0.984 -0.256  -1.103
3 C 0.103 -1.068 0.200  0.297
4 C -0.125 -0.305 1.531  -0.829
5 C -0.388 1.190 1.412  -0.913
6 C -0.926 1.567 0.280  0.699
7 C -1.432 2.000 -1.000  -0.827
8 C -1.179 0.708 -0.892  0.145
9 C -0.884 -0.717 -0.955  -0.690
10 H 1.567 0.920 -1.689  0.088
11 H 2.213 -1.383 0.525  0.448
12 H 1.717 -1.577 -1.161  0.418
13 H -0.046 -2.133 0.424  0.276
14 H 0.757 -0.460 2.154  0.414
15 H -0.971 -0.776 2.052  0.362
16 H -0.183 1.814 2.266  0.372
17 H -1.770 2.823 -1.582  0.358
18 H -1.817 -1.271 -0.814  0.351
19 H -0.465 -1.021 -1.918  0.327

The HOMO energy is -7.5712 eV. The value obtained for the LUMO energy is 0.8 eV. The SMILES is SC[C@H]1CC=C2C=C2C1. Its spin multiplicity is 1.

***

x:
The following is a quantum chemistry calculation of the molecule C8H10S, from the OMol25 dataset.

Each line ends with the Mulliken charge.
Positions of all 19 atoms, in Å:
1 C 0.924 2.788 0.605  -0.749
2 C 2.293 2.689 0.481  -0.271
3 C 0.344 1.544 0.278  -0.061
4 C 1.224 0.533 -0.054  -0.021
5 C -0.840 -0.139 -0.024  -0.062
6 C 0.525 -0.813 -0.234  0.427
7 C -1.858 0.187 -1.068  -1.642
8 C 1.132 -1.852 0.771  -1.513
9 S 2.882 1.115 0.115  -0.195
10 H 0.330 3.654 0.933  0.336
11 H 2.971 3.558 0.655  0.352
12 H -1.393 -0.252 0.832  0.507
13 H 0.608 -1.120 -1.201  0.431
14 H -2.591 0.793 -0.683  0.415
15 H -2.416 -0.613 -1.334  0.466
16 H -1.312 0.675 -1.808  0.414
17 H 1.256 -1.358 1.798  0.316
18 H 2.040 -2.336 0.454  0.378
19 H 0.464 -2.622 0.854  0.472

The HOMO energy is -8.3042 eV. The value obtained for the LUMO energy is 0.8 eV. Its spin multiplicity is 1.

***

Which structure loses on stability? x does.